# 1
C5H15NO2 | ωB97M-V/def2-TZVPD

E_LUMO (spin up / spin down): -8.704 / -8.708 eV
Orbital gap (spin up / spin down): 6.173 / 5.729 eV
Spin multiplicity: 2
Electronic energy: -10998.6074 eV
HOMO (spin up / spin down): -14.88 / -14.44 eV
Charge: +1

```
23
C5H15NO2 (ωB97M-V/def2-TZVPD)
C 0.993 0.762 -0.728
C 0.989 -0.656 -0.084
C 0.962 -0.377 1.413
C 2.166 -1.515 -0.515
N 2.249 1.252 -0.883
C -2.426 0.020 -1.026
O -2.450 -0.732 0.166
H 0.586 0.603 -1.772
H 0.271 1.492 -0.347
H 0.091 -1.180 -0.427
H 1.040 -1.265 2.037
H 0.112 0.218 1.732
H 1.884 0.214 1.571
H 2.397 -1.377 -1.571
H 2.098 -2.536 -0.152
H 3.072 -1.119 -0.046
H 2.257 2.256 -0.643
H -2.756 -0.521 -1.923
H -3.305 0.673 -0.959
H -1.444 0.432 -1.167
H -2.161 0.050 1.003
H -2.430 1.482 1.997
O -1.787 1.088 1.388
```

From a natural (NBO) analysis of the wavefunction, the atomic charges in e read:
1 C -0.381
2 C -0.150
3 C -0.610
4 C -0.626
5 N -0.016
6 C -0.295
7 O -0.379
8 H 0.444
9 H 0.272
10 H 0.240
11 H 0.262
12 H 0.272
13 H 0.195
14 H 0.233
15 H 0.258
16 H 0.222
17 H 0.368
18 H 0.243
19 H 0.250
20 H 0.142
21 H 0.445
22 H 0.487
23 O -0.875

***

# 2
C5H15NO2 | ωB97M-V/def2-TZVPD

E_LUMO (spin up / spin down): -3.504 / -8.021 eV
Orbital gap (spin up / spin down): 11.318 / 6.798 eV
Spin multiplicity: 2
Electronic energy: -11002.9309 eV
HOMO (spin up / spin down): -14.82 / -14.82 eV
Charge: +1

```
23
C5H15NO2 (ωB97M-V/def2-TZVPD)
N -0.417 -0.780 0.043
C -0.260 -1.124 1.464
C 0.065 0.244 2.115
C 0.713 1.165 0.931
C -0.114 0.740 -0.272
C 0.572 0.617 -1.735
H -1.308 -1.113 -0.375
H -1.053 -1.776 1.927
H 0.575 -1.918 1.312
H 0.802 0.062 2.832
H -0.788 0.687 2.538
H 1.737 0.665 0.689
H 0.763 2.143 1.267
H -0.959 1.354 -0.401
H 0.019 0.020 -2.451
H 1.675 0.268 -1.660
H 0.587 1.522 -2.261
H 1.579 -1.658 -1.648
H 2.910 -2.366 -2.219
O 2.286 -1.754 -2.427
H -2.687 0.874 0.736
H -3.529 0.723 -0.503
O -3.167 1.405 0.099
```

From a natural (NBO) analysis of the wavefunction, the atomic charges in e read:
1 N -0.157
2 C -0.300
3 C -0.402
4 C -0.406
5 C -0.083
6 C -0.647
7 H 0.417
8 H 0.282
9 H 0.285
10 H 0.249
11 H 0.229
12 H 0.218
13 H 0.262
14 H 0.286
15 H 0.237
16 H 0.252
17 H 0.254
18 H 0.451
19 H 0.477
20 O -0.920
21 H 0.444
22 H 0.474
23 O -0.905

***

# 3
C5H15NO4 | ωB97M-V/def2-TZVPD

E_LUMO (spin up / spin down): -4.663 / -9.186 eV
Orbital gap (spin up / spin down): 9.726 / 5.202 eV
Spin multiplicity: 2
Electronic energy: -15096.6213 eV
HOMO (spin up / spin down): -14.39 / -14.39 eV
Charge: +1

```
25
C5H15NO4 (ωB97M-V/def2-TZVPD)
O 2.409 2.468 -0.738
C 1.766 1.386 -0.723
N 0.874 1.304 0.297
C -0.167 0.300 0.226
C -1.393 0.715 -0.640
C -2.296 1.637 0.172
O -2.201 -0.436 -0.961
C 2.156 0.181 -1.578
H 0.742 2.051 0.940
H 0.256 -0.672 -0.153
H -0.420 -0.015 1.189
H -1.103 1.126 -1.663
H -2.981 1.053 0.898
H -1.687 2.395 0.767
H -3.072 2.189 -0.326
H -1.925 -1.093 -0.317
H 1.516 -0.790 -1.610
H 3.231 -0.135 -1.180
H 2.382 0.603 -2.685
H -1.981 -2.480 1.871
H -2.836 -2.915 0.741
O -2.185 -3.306 1.519
H 3.491 -2.066 0.977
H 2.719 -1.350 1.738
O 2.705 -2.148 1.239
```

From a natural (NBO) analysis of the wavefunction, the atomic charges in e read:
1 O -0.094
2 C 0.630
3 N -0.438
4 C -0.286
5 C 0.075
6 C -0.649
7 O -0.680
8 C -0.753
9 H 0.444
10 H 0.243
11 H 0.241
12 H 0.200
13 H 0.242
14 H 0.189
15 H 0.255
16 H 0.455
17 H 0.309
18 H 0.303
19 H 0.304
20 H 0.444
21 H 0.456
22 O -0.894
23 H 0.443
24 H 0.449
25 O -0.887

***

# 4
C5H15NP | ωB97M-V/def2-TZVPD

E_LUMO: -3.137 eV
SMILES string: C[NH+](C)CP(C)C
Orbital gap: 9.793 eV
Spin multiplicity: 1
Electronic energy: -16197.7959 eV
HOMO: -12.93 eV
Charge: +1

```
22
C5H15NP (ωB97M-V/def2-TZVPD)
C -1.607 -1.218 -0.775
C -2.798 0.763 0.140
C 2.623 1.239 -0.356
C 2.250 -1.359 0.601
C -0.375 0.453 0.414
N -1.546 0.277 -0.444
P 1.511 -0.232 -0.664
H -2.073 -1.643 0.013
H -2.327 -1.487 -1.541
H -0.522 -1.650 -1.078
H -3.084 0.084 0.829
H -2.475 1.729 0.630
H -3.419 0.840 -0.718
H 2.416 1.764 0.638
H 2.602 1.834 -1.185
H 3.531 0.890 -0.086
H 2.254 -1.008 1.551
H 3.354 -1.325 0.522
H 1.718 -2.273 0.682
H -0.317 1.543 0.768
H -0.489 -0.078 1.384
H -1.227 0.858 -1.325
```

From a natural (NBO) analysis of the wavefunction, the atomic charges in e read:
1 C -0.418
2 C -0.386
3 C -0.917
4 C -0.957
5 C -0.477
6 N -0.382
7 P 0.773
8 H 0.213
9 H 0.240
10 H 0.258
11 H 0.218
12 H 0.234
13 H 0.232
14 H 0.244
15 H 0.237
16 H 0.241
17 H 0.236
18 H 0.268
19 H 0.244
20 H 0.228
21 H 0.223
22 H 0.449

***

# 5
C5H15NP | ωB97M-V/def2-TZVPD

E_LUMO: -3.253 eV
SMILES string: CC/C=[NH+]/[PH3]CC
Orbital gap: 10.928 eV
Spin multiplicity: 1
Electronic energy: -16197.6658 eV
HOMO: -14.18 eV
Charge: +1

```
22
C5H15NP (ωB97M-V/def2-TZVPD)
C 3.823 0.292 0.359
C -3.585 -0.681 0.394
C 2.716 -0.492 -0.419
C 1.410 0.141 -0.087
C -2.196 -0.642 -0.392
N 0.326 0.189 -0.714
P -1.503 1.010 0.108
H 4.230 1.200 -0.104
H 3.330 0.513 1.248
H 4.779 -0.271 0.552
H -4.267 -0.035 -0.015
H -3.915 -1.626 0.238
H -3.441 -0.555 1.409
H 2.846 -0.382 -1.422
H 2.475 -1.595 -0.047
H 1.339 0.707 0.906
H -1.407 -1.245 0.003
H -2.311 -0.754 -1.535
H -0.925 2.115 -0.558
H 0.080 -0.273 -1.534
H -0.882 0.753 1.338
H -2.922 1.632 0.272
```

From a natural (NBO) analysis of the wavefunction, the atomic charges in e read:
1 C -0.608
2 C -0.593
3 C -0.479
4 C 0.274
5 C -0.667
6 N -0.711
7 P 0.812
8 H 0.236
9 H 0.198
10 H 0.245
11 H 0.224
12 H 0.236
13 H 0.216
14 H 0.237
15 H 0.257
16 H 0.171
17 H 0.234
18 H 0.263
19 H 0.045
20 H 0.390
21 H 0.043
22 H -0.023

***

# 6
C5H15NP2S2 | ωB97M-V/def2-TZVPD

E_LUMO: 0.610 eV
Orbital gap: 8.199 eV
Spin multiplicity: 1
Electronic energy: -47166.2186 eV
HOMO: -7.59 eV

```
25
C5H15NP2S2 (ωB97M-V/def2-TZVPD)
C -1.770 -2.137 0.990
C 0.844 2.384 0.794
C 2.010 -0.385 -1.988
C 2.057 -1.860 0.711
C -2.694 1.792 -0.680
N -0.218 -0.294 -0.396
P -1.265 -0.363 0.917
P 1.361 -0.381 -0.229
S 2.230 1.315 0.761
S -3.045 0.097 -0.162
H -1.399 -2.578 1.874
H -2.909 -2.086 1.172
H -1.408 -2.612 0.043
H 1.141 3.385 0.282
H 0.018 1.920 0.094
H 0.420 2.514 1.786
H 1.710 -1.263 -2.544
H 1.480 0.598 -2.140
H 3.079 -0.297 -1.824
H 1.262 -2.172 1.453
H 2.343 -2.783 0.143
H 2.858 -1.346 1.388
H -2.904 2.524 -0.004
H -3.487 2.053 -1.345
H -1.717 1.973 -1.096
```

From a natural (NBO) analysis of the wavefunction, the atomic charges in e read:
1 C -0.977
2 C -0.803
3 C -0.926
4 C -0.998
5 C -0.743
6 N -1.430
7 P 0.871
8 P 1.579
9 S -0.061
10 S -0.107
11 H 0.220
12 H 0.243
13 H 0.241
14 H 0.232
15 H 0.265
16 H 0.239
17 H 0.253
18 H 0.254
19 H 0.231
20 H 0.254
21 H 0.258
22 H 0.258
23 H 0.207
24 H 0.228
25 H 0.213